[1]
{"formula": "C26H43BrN6P2Zr", "method": "ωB97M-V with the def2-TZVPD basis set", "elements": ["N", "C", "C", "C", "C", "C", "C", "Zr", "P", "C", "C", "C", "C", "C", "C", "C", "Br", "H", "H", "H", "H", "H", "H", "H", "H", "H", "H", "P", "C", "C", "H", "H", "H", "H", "H", "C", "C", "H", "H", "H", "H", "H", "C", "C", "H", "H", "H", "H", "H", "C", "C", "H", "H", "H", "H", "H", "C", "C", "H", "H", "H", "H", "H", "C", "C", "H", "H", "H", "H", "H", "N", "N", "N", "C", "N", "N", "H", "H", "H"], "xyz": [[3.951937, -5.976766, 0.781686], [4.494640, -4.891916, 1.337791], [3.811493, -3.658766, 1.426626], [2.486541, -3.534902, 0.933597], [1.936912, -4.690466, 0.296289], [2.713964, -5.873219, 0.274391], [1.735062, -2.274443, 1.231169], [0.751924, -0.330094, 0.258246], [-0.948371, 1.735869, 0.262574], [0.275769, -2.178059, 1.330899], [-0.535335, -1.384016, 2.272814], [-1.957253, -1.378693, 2.035274], [-2.846694, -0.944587, 3.014027], [-2.369562, -0.476585, 4.250812], [-0.984509, -0.313684, 4.415618], [-0.070632, -0.687124, 3.412883], [-3.565170, -0.046315, 5.572514], [2.371619, -1.672074, 1.908954], [-0.307784, -2.989624, 0.829001], [4.340100, -2.827565, 1.893517], [0.943569, -4.721428, -0.172337], [5.517799, -4.968476, 1.717889], [2.302065, -6.770878, -0.203953], [-2.331274, -1.659821, 1.040997], [0.965933, -0.374882, 3.464598], [-3.924347, -1.034261, 2.864152], [-0.567276, 0.095225, 5.337112], [-0.280744, 0.063627, -2.274958], [-0.968758, 2.367872, 1.999790], [-2.287928, 2.884996, 2.583015], [-0.182062, 3.149982, 2.016542], [-0.600953, 1.530206, 2.633125], [-2.081400, 3.353229, 3.557202], [-2.756887, 3.663762, 1.964464], [-3.002574, 2.075898, 2.798070], [-2.751944, 1.246570, 0.114468], [-3.715825, 2.236640, -0.533208], [-3.068633, 1.096599, 1.145321], [-2.775687, 0.252148, -0.353486], [-4.630616, 1.713600, -0.828397], [-4.038187, 2.983026, 0.206691], [-3.333381, 2.751923, -1.426545], [-0.949941, 3.277715, -0.779757], [-1.610427, 4.601754, -0.374536], [-1.381370, 2.994946, -1.759491], [0.123967, 3.494659, -0.939410], [-1.450573, 5.309833, -1.208973], [-2.699967, 4.514705, -0.241889], [-1.126123, 5.043754, 0.507794], [0.336935, 1.435902, -3.339461], [0.032799, 1.338877, -4.836538], [1.427862, 1.499836, -3.172187], [-0.081433, 2.368950, -2.936428], [0.671295, 0.599976, -5.338531], [-1.021496, 1.106484, -5.028393], [0.237150, 2.314605, -5.296376], [-2.013544, -0.274896, -2.766790], [-2.536077, -1.646489, -2.317861], [-2.076521, -0.187167, -3.857637], [-2.642562, 0.520148, -2.335619], [-2.346252, -2.412449, -3.084120], [-2.102159, -2.008644, -1.370682], [-3.625467, -1.594537, -2.180742], [0.661101, -1.376715, -2.902437], [1.972116, -1.551718, -2.143091], [0.868095, -1.181159, -3.962377], [0.034159, -2.275263, -2.791783], [1.908068, -1.369839, -1.029284], [2.295875, -2.595014, -2.253409], [2.789676, -0.942399, -2.555618], [4.485685, 1.445770, -0.989914], [3.898085, 1.005563, 0.183473], [4.144658, 1.648868, 1.367790], [3.167415, 1.192512, 2.151203], [2.248150, 0.492342, 1.476652], [2.701525, 0.462189, 0.137221], [3.830997, 1.528097, -1.765716], [5.061644, 2.259290, -0.868339], [3.051115, 1.416995, 3.214022]], "forces_ev_per_angstrom": [[-0.16, 0.68, 0.02], [-0.49, 0.39, -0.04], [0.14, -0.11, -0.15], [-0.51, 0.03, -0.84], [0.59, -0.30, 0.22], [-0.71, 0.65, -0.21], [-1.34, -3.46, 2.66], [-3.02, 1.73, -2.20], [-2.79, 1.71, 1.49], [1.72, -2.57, 0.51], [-0.21, 0.91, -1.45], [-0.25, 0.39, 0.33], [0.20, -0.57, -0.80], [0.29, -0.29, -0.30], [1.52, -0.01, -0.42], [-0.95, 0.22, 0.80], [0.06, 0.04, 0.13], [-0.62, -0.06, -0.52], [0.64, 0.65, 0.19], [-0.21, -0.07, -0.06], [0.45, 0.10, 0.33], [-0.38, -0.08, -0.10], [0.21, 0.34, 0.28], [0.02, -0.40, 0.63], [0.03, -0.58, 0.62], [0.31, 0.13, -0.10], [-0.32, 0.06, -0.21], [0.32, -0.52, -1.32], [0.99, -0.16, 0.42], [-0.08, 0.37, 0.30], [-0.35, -0.25, 0.19], [-0.16, 0.64, -0.31], [0.04, -0.10, -0.29], [0.10, -0.39, 0.20], [0.20, 0.33, -0.22], [0.35, -1.04, -0.08], [-0.38, 0.20, -0.13], [0.09, -0.20, -0.10], [-0.26, 0.29, 0.05], [0.16, -0.06, 0.00], [0.19, -0.17, -0.37], [-0.23, -0.25, 0.34], [1.35, -0.15, -1.11], [-0.24, 0.21, 0.44], [0.36, -0.05, 0.52], [-0.35, -0.02, -0.22], [0.02, -0.38, 0.33], [0.65, 0.16, 0.13], [-0.35, -0.13, -0.18], [0.20, 0.67, 0.57], [-0.02, -0.22, -0.21], [-0.29, -0.03, -0.03], [0.25, -0.35, -0.21], [-0.28, 0.17, 0.08], [0.32, 0.10, -0.06], [-0.01, -0.27, 0.12], [-0.33, 0.29, 0.48], [-0.22, -0.31, -0.13], [0.13, 0.04, 0.22], [0.27, -0.14, -0.38], [-0.03, 0.21, 0.32], [-0.06, 0.13, -0.13], [0.33, -0.08, -0.05], [-0.35, 0.05, -0.04], [0.18, -0.46, -0.60], [-0.13, -0.46, 0.14], [0.22, 0.27, -0.24], [0.52, -0.68, -0.87], [0.09, 0.21, 0.42], [-0.28, 0.08, 0.46], [-0.42, -1.38, 0.64], [-1.73, 3.86, -0.61], [0.31, -2.20, -1.01], [-0.43, 0.24, -0.07], [1.93, 1.76, -1.32], [2.22, 0.52, 2.68], [0.08, -0.23, 0.31], [0.57, 0.31, 0.48], [0.30, 0.06, -0.35]], "mulliken_charge": [-0.41, -0.46, -0.52, 0.85, -0.36, -0.46, -0.44, -1.61, 1.69, 0.46, 0.14, -0.33, -0.66, -0.32, -0.14, -0.47, 0.13, 0.48, 0.70, 0.40, 0.39, 0.40, 0.40, 0.48, 0.40, 0.51, 0.49, 1.21, 0.14, -1.39, 0.67, -0.10, 0.46, 0.25, 0.33, -0.78, -1.92, 0.67, 0.58, 0.45, 0.40, 0.39, -0.91, -1.58, 0.34, 0.74, 0.43, 0.26, 0.39, -0.44, -1.31, 0.24, 0.20, 0.35, 0.34, 0.44, -0.57, -1.46, 0.67, 0.25, 0.40, 0.27, 0.37, -0.76, -0.46, 0.40, 0.49, 0.39, 0.47, 0.29, -0.64, 0.75, -0.61, -0.18, -0.20, 0.45, 0.25, 0.34, 0.51], "total_charge": 4, "gap_ev": [4.9, 4.9]}

[2]
{"formula": "C26H43Cl2N2OPSm", "method": "ωB97M-V with the def2-TZVPD basis set", "elements": ["P", "C", "C", "C", "C", "C", "C", "C", "C", "C", "C", "C", "C", "C", "C", "C", "C", "C", "C", "H", "H", "H", "H", "H", "H", "H", "H", "H", "H", "H", "H", "H", "H", "H", "H", "H", "H", "H", "H", "H", "H", "H", "H", "H", "H", "H", "H", "H", "H", "H", "H", "H", "Sm", "Cl", "Cl", "C", "H", "C", "C", "C", "C", "C", "C", "H", "H", "H", "H", "H", "N", "C", "N", "O", "H", "H", "H", "H"], "xyz": [[0.516353, 1.069987, -0.031800], [-0.397010, 1.606216, -1.618300], [0.320683, 2.482005, -2.654277], [-0.657001, 2.962683, -3.732624], [-1.491531, 1.839220, -4.361044], [-2.062825, 0.840539, -3.348619], [-1.030574, 0.390123, -2.307159], [1.839578, -0.121209, -0.659896], [2.479662, 0.258371, -1.990722], [3.671848, -0.652596, -2.283063], [3.302624, -2.139146, -2.241228], [2.442398, -2.547478, -1.037191], [1.311512, -1.563679, -0.697216], [1.584325, 2.580094, 0.258042], [0.692467, 3.782301, 0.604093], [1.518737, 5.055286, 0.833274], [2.659175, 4.867652, 1.840223], [3.483011, 3.595881, 1.609263], [2.640567, 2.339914, 1.346190], [-1.208535, 2.205284, -1.163626], [1.117870, 1.909663, -3.142332], [0.807276, 3.350438, -2.189532], [-0.093426, 3.483763, -4.516257], [-1.332693, 3.701936, -3.284184], [-2.314043, 2.283257, -4.932881], [-0.873824, 1.296628, -5.088345], [-2.910910, 1.296108, -2.819105], [-2.446621, -0.040788, -3.875427], [-1.523599, -0.252473, -1.564857], [-0.250606, -0.205145, -2.807547], [2.611963, -0.062380, 0.126225], [4.456998, -0.449676, -1.544037], [2.813735, 1.305929, -1.997206], [1.741145, 0.141857, -2.795708], [4.085421, -0.394189, -3.265149], [4.223935, -2.732439, -2.242598], [2.772598, -2.398538, -3.166450], [2.014013, -3.539664, -1.219544], [3.092910, -2.644157, -0.157589], [0.869093, -1.834555, 0.275630], [0.505874, -1.645025, -1.443126], [2.114359, 2.774950, -0.691781], [-0.041084, 3.977428, -0.191541], [0.117922, 3.544574, 1.512048], [1.939826, 5.388936, -0.125023], [0.850879, 5.852734, 1.178096], [2.237422, 4.840014, 2.853175], [3.323309, 5.739164, 1.801346], [4.131322, 3.413899, 2.474083], [4.143977, 3.754518, 0.746666], [3.319818, 1.525330, 1.059539], [2.138190, 2.000739, 2.262553], [-1.466969, -0.654237, 2.685793], [0.991540, -0.244268, 3.219498], [-2.918224, 0.385002, 0.869902], [-2.038382, -2.903490, 2.393653], [-2.174373, -3.375711, 3.386548], [-2.412407, -3.832553, 1.387155], [-2.635250, -5.225198, 1.673265], [-2.654718, -6.161476, 0.651665], [-2.540074, -5.765553, -0.694598], [-2.458667, -4.397100, -1.011596], [-2.454250, -3.447423, -0.005694], [-2.739268, -5.539059, 2.713293], [-2.766546, -7.220066, 0.884985], [-2.397885, -4.085258, -2.055081], [-2.425683, -2.379004, -0.237197], [-2.500940, -6.517815, -1.482198], [-4.698458, -1.696690, 5.121079], [-3.407558, -1.473858, 5.417070], [-2.948642, -1.810530, 6.639312], [-2.616204, -0.956871, 4.556540], [-5.348493, -1.979005, 5.841100], [-5.025895, -1.444562, 4.194053], [-2.031471, -1.460918, 6.876804], [-3.589695, -2.048639, 7.381185]], "forces_ev_per_angstrom": [[0.28, -0.12, -0.74], [0.24, -0.02, 0.69], [0.02, -0.09, -0.17], [-0.12, 0.13, 0.16], [0.11, -0.10, -0.08], [0.01, 0.05, 0.17], [-0.22, 0.13, -0.05], [-0.44, 0.35, 0.35], [0.27, -0.27, -0.04], [0.04, 0.02, 0.07], [-0.12, 0.00, -0.19], [0.03, 0.01, 0.20], [0.07, -0.02, -0.07], [0.02, -0.20, -0.35], [0.21, 0.06, 0.08], [0.03, -0.07, -0.07], [-0.14, -0.10, 0.18], [-0.03, -0.06, -0.20], [-0.13, 0.13, 0.18], [0.01, -0.18, -0.28], [-0.24, 0.19, 0.08], [-0.16, -0.13, -0.10], [-0.13, 0.01, 0.04], [0.00, -0.04, -0.01], [0.08, -0.05, -0.03], [0.04, 0.00, 0.09], [0.11, -0.07, -0.03], [-0.06, 0.14, 0.03], [0.14, 0.09, -0.15], [-0.20, 0.15, 0.12], [-0.17, -0.17, -0.17], [-0.03, 0.00, 0.00], [-0.08, -0.25, 0.01], [0.22, -0.03, 0.18], [0.08, -0.11, 0.07], [-0.10, -0.02, -0.05], [-0.04, 0.07, 0.05], [0.09, 0.09, 0.08], [-0.08, 0.05, -0.04], [0.11, 0.05, -0.29], [0.22, -0.03, 0.19], [-0.09, 0.18, 0.29], [0.13, -0.13, 0.18], [0.08, 0.01, -0.11], [-0.05, -0.08, 0.03], [0.11, 0.02, -0.06], [0.00, -0.04, -0.07], [-0.08, -0.05, 0.08], [-0.01, 0.07, -0.10], [-0.03, 0.01, 0.02], [-0.19, 0.19, 0.06], [0.10, 0.13, -0.12], [-0.22, -1.72, -1.34], [1.11, 0.14, 0.56], [-0.71, 0.61, -0.48], [-0.38, 0.88, 0.11], [0.21, 0.03, 0.13], [0.54, 0.17, -0.11], [-0.08, 0.11, -0.62], [-0.14, 0.43, -0.27], [0.14, -0.24, -0.08], [-0.16, -0.17, 0.45], [0.10, -0.36, 0.25], [0.16, 0.08, -0.18], [0.02, 0.11, -0.01], [-0.07, -0.05, 0.14], [0.09, -0.29, 0.04], [-0.07, 0.14, 0.13], [0.00, 0.16, 0.18], [1.23, 1.06, -1.94], [-0.04, 0.09, 0.24], [-2.03, -0.67, 3.03], [0.12, 0.00, -0.41], [0.21, -0.24, 0.25], [-0.17, -0.17, -0.04], [0.25, 0.01, -0.14]], "mulliken_charge": [0.65, 0.12, -0.17, -1.01, -0.63, -0.91, -0.12, 0.72, -0.68, -1.07, -0.70, -0.92, -0.63, -0.07, -0.76, -0.81, -0.74, -0.86, -0.61, 0.60, 0.06, 0.13, 0.38, 0.40, 0.38, 0.30, 0.36, 0.40, -0.52, 0.24, 0.39, 0.38, 0.22, 0.14, 0.39, 0.39, 0.28, 0.43, 0.36, 0.13, 0.17, 0.14, 0.28, 0.33, 0.32, 0.39, 0.32, 0.36, 0.41, 0.36, 0.15, 0.20, 0.88, -0.61, -0.58, -0.61, -0.14, 0.49, -0.76, -0.31, -0.57, -0.28, -0.25, 0.26, 0.32, 0.34, 0.26, 0.31, -0.37, 0.68, -0.42, -0.58, 0.18, 0.23, 0.25, 0.19], "multiplicity": 6, "total_charge": -1, "s2": 8.802, "gap_ev": [3.3, 3.4]}

| no. | calculated total energy (eV) |
| --- | --- |
| 1 | -126454.3168 |
| 2 | -84930.0113 |